# 1
Entry from the Open Molecules 2025 dataset: a cluster of 10 separate species, C28H76N2O10 in total at a distorted geometry (the ωB97M-V functional and the def2-TZVPD basis).

## Properties
Multiplicity: 1
DFT total energy in eV: -53712.4115
Energy above the lowest of the compared OMol25 structures with the same formula, charge and spin in kcal/mol: 268.98
HOMO-LUMO gap in eV: 9.207
SMILES string: NC(N)=O.CC(C)O.CC(C)O.CC(C)O.CC(C)O.CC(C)O.CC(C)O.CC(C)O.CC(C)O.CC(C)O

Positions of all 116 atoms, in Å:
C: -2.911737 -2.549589 2.167988
O: -2.097767 -2.945525 1.118496
N: -3.638857 -3.356735 2.887082
N: -2.902512 -1.302556 2.562781
H: -3.770210 -4.315054 2.482283
H: -4.299667 -2.991815 3.619136
H: -2.488675 -0.637539 1.897049
H: -3.584022 -0.866365 3.193377
C: -4.764468 3.329088 -1.928741
C: -3.358709 3.101827 -1.518522
C: -2.483940 2.723295 -2.713305
O: -2.892331 3.954823 -0.773501
H: -5.034183 2.513933 -2.576904
H: -4.711467 4.236892 -2.462630
H: -5.453939 3.289802 -1.139087
H: -3.240905 2.135385 -1.030601
H: -1.435243 2.535118 -2.353425
H: -2.447682 3.415042 -3.515745
H: -2.914409 1.789797 -3.210608
H: -1.942034 3.899213 -0.905968
C: 6.673632 -2.505232 3.435503
C: 5.784650 -1.809677 2.454057
C: 4.260047 -2.078523 2.708153
O: 6.022382 -0.622696 2.347616
H: 6.397212 -2.229390 4.428230
H: 7.706713 -2.258822 3.293266
H: 6.593176 -3.617507 3.244276
H: 6.028701 -2.195850 1.520197
H: 3.940896 -1.700201 3.685825
H: 4.015836 -3.122121 2.779124
H: 3.708258 -1.560323 1.995427
H: 6.108493 -0.290745 3.244214
C: 3.450010 1.412693 1.961155
C: 4.327027 2.541820 2.450134
C: 4.834868 3.585551 1.418299
O: 3.788904 3.302837 3.229466
H: 2.903704 1.013579 2.788926
H: 4.113910 0.620605 1.536321
H: 2.700540 1.707192 1.213828
H: 5.152415 2.094571 3.014273
H: 5.527052 4.299330 1.879579
H: 4.029343 4.035624 0.795360
H: 5.331351 2.963137 0.745743
H: 4.457608 3.958873 3.429701
C: 0.770240 -2.223646 2.554770
C: 0.968928 -3.634647 2.028525
C: 0.239974 -4.554206 2.988605
O: 0.483228 -3.875711 0.876888
H: 1.213329 -2.253077 3.544427
H: -0.284847 -2.007226 2.576366
H: 1.304899 -1.576479 1.930865
H: 2.074177 -3.913253 2.005309
H: 0.467256 -4.309404 4.025847
H: 0.464600 -5.616897 2.943160
H: -0.849377 -4.337861 2.882977
H: -0.403765 -3.707116 0.817052
C: 0.283234 0.103807 -2.151242
C: 0.734868 -1.194360 -1.405774
C: 2.113343 -1.150467 -0.733004
O: 0.010819 -1.459755 -0.444378
H: -0.451492 -0.016605 -2.962569
H: 1.113435 0.643652 -2.639344
H: -0.112354 0.833660 -1.445462
H: 0.753279 -2.109268 -2.040173
H: 2.471933 -2.109355 -0.361372
H: 2.182253 -0.416053 0.062697
H: 2.848705 -0.771676 -1.464349
H: 0.477340 -2.168448 0.035529
C: -2.362240 1.985148 1.771577
C: -1.434496 1.269792 0.858234
C: -0.160276 0.867825 1.585658
O: -1.897780 0.176144 0.459090
H: -1.851195 2.778741 2.281249
H: -2.833143 1.342592 2.559280
H: -3.177662 2.444010 1.209118
H: -1.184422 1.879250 -0.044943
H: 0.512411 0.297597 0.952990
H: -0.300323 0.219725 2.438977
H: 0.432139 1.695488 1.950306
H: -1.158285 -0.373436 0.117226
C: -3.880946 1.805511 -5.770498
C: -4.318147 0.476305 -5.174329
C: -3.287630 -0.524522 -4.746198
O: -5.005564 0.615710 -4.157608
H: -4.038511 1.705328 -6.876969
H: -2.823237 2.158431 -5.529504
H: -4.534256 2.697514 -5.525994
H: -4.908162 -0.101347 -5.903568
H: -3.755024 -1.481213 -4.478215
H: -2.655379 -0.242829 -3.916264
H: -2.610195 -0.718807 -5.564166
H: -5.719366 -0.002512 -4.187385
C: 1.166771 3.496421 -0.477547
C: 0.930576 4.331871 0.791638
C: 1.183721 5.825341 0.538190
O: -0.239759 4.369902 1.202737
H: 1.893714 3.924881 -1.173704
H: 0.208436 3.300710 -1.083540
H: 1.527684 2.486362 -0.199324
H: 1.577833 4.057160 1.616849
H: 0.523523 6.158189 -0.282375
H: 2.223180 5.991192 0.097641
H: 0.954743 6.474413 1.424229
H: -0.272738 4.948210 1.974785
C: -1.240032 -5.496552 -2.360688
C: -1.657963 -4.114972 -1.889477
C: -1.680391 -3.151506 -3.042428
O: -2.750968 -3.939907 -1.267033
H: -2.054670 -5.810703 -2.951550
H: -0.941302 -6.284977 -1.684253
H: -0.402959 -5.264347 -2.957642
H: -0.825162 -3.843268 -1.209349
H: -1.894596 -2.128377 -2.648324
H: -2.451546 -3.336125 -3.780711
H: -0.705619 -3.065841 -3.580110
H: -2.478765 -3.577896 -0.389257

Forces on the atoms, in the same order (eV/Å):
C 3.87 -0.63 -4.47
O -3.58 1.37 4.60
N -2.24 -3.32 0.84
N 0.14 2.66 0.04
H 0.06 1.44 0.93
H 1.15 -0.79 -1.40
H 0.06 -0.27 -0.12
H 0.41 -0.87 -0.39
C 0.63 -1.11 -0.76
C -2.74 -8.93 -5.48
C 0.06 -1.61 -0.63
O 4.40 8.30 5.54
H -0.24 -0.17 -0.56
H -0.76 1.32 -0.65
H -0.87 0.54 1.28
H -1.01 -1.10 0.60
H -0.83 -0.03 -0.40
H 0.13 1.25 -0.72
H 0.82 1.04 1.02
H 0.37 0.72 0.93
C -0.17 -2.36 -0.50
C -3.30 -10.20 0.97
C 1.64 -0.64 1.80
O 2.39 11.94 0.05
H -0.25 -0.09 1.04
H 0.62 0.34 -0.25
H 0.01 1.07 0.75
H 0.08 -1.60 -2.07
H 0.28 0.34 0.09
H -0.11 -0.60 -0.47
H -1.09 0.61 -1.44
H 0.04 1.09 0.08
C 0.68 -0.28 -1.37
C 4.87 -4.35 -6.92
C 0.05 -1.85 -1.62
O -7.12 7.03 9.89
H -0.27 -0.41 0.69
H -0.70 0.61 0.26
H 0.34 0.12 0.15
H 1.04 -0.86 -0.81
H -0.26 -0.06 -0.17
H 0.27 -0.03 1.04
H 1.75 -0.41 -1.81
H -0.64 0.57 0.70
C 0.44 -1.49 0.55
C 2.63 -0.57 6.15
C -0.53 0.00 1.83
O 2.03 -1.18 -7.30
H -0.09 0.57 0.24
H -0.27 0.27 0.10
H 0.64 1.42 -0.71
H -1.12 0.52 0.14
H 0.09 0.17 0.22
H -0.14 -0.10 -0.69
H 0.67 -0.49 -0.08
H -4.10 0.63 0.11
C 0.79 0.00 -0.41
C 6.23 1.45 -6.73
C 2.26 1.72 -2.28
O -7.51 -2.31 7.87
H 0.04 -0.43 0.53
H 0.02 -0.48 0.23
H -0.13 -0.18 0.18
H 0.25 0.77 -1.00
H -0.32 -0.21 -0.08
H -0.39 0.08 0.29
H 0.20 -0.42 0.18
H -1.06 -0.21 0.47
C -1.53 0.49 0.63
C 4.21 5.39 2.25
C 1.66 1.29 0.49
O -4.15 -7.68 -3.24
H 0.25 0.42 0.21
H 0.58 0.23 -0.67
H -0.06 -0.04 0.06
H 0.09 0.61 0.76
H -0.12 0.12 -0.31
H -0.70 -0.10 0.30
H 0.10 0.52 0.16
H -0.69 -0.52 -0.12
C 0.67 1.54 -1.44
C 4.67 -2.01 -6.48
C 2.02 -0.98 -1.34
O -7.07 2.66 8.79
H 0.76 0.26 0.76
H -1.28 -0.80 -0.45
H 0.40 -1.31 0.25
H 0.20 0.48 -0.89
H -0.09 0.34 -0.08
H -0.12 0.48 0.38
H 0.49 -0.42 -0.41
H -0.74 -0.30 0.71
C -1.07 -1.20 -0.36
C 7.95 2.35 -2.90
C 2.43 1.04 -1.95
O -10.30 -1.65 3.45
H -0.06 0.12 0.30
H 1.25 0.59 1.00
H -0.21 0.47 -0.25
H 1.10 -0.73 -0.09
H -0.04 -0.20 0.38
H -0.97 0.23 1.01
H 0.55 -0.66 -0.61
H -0.50 -0.25 -0.16
C -0.63 0.41 0.22
C 6.31 -0.17 -2.02
C 1.54 1.82 -0.94
O -5.78 0.04 4.57
H -0.82 -0.98 -1.08
H -0.23 0.17 0.73
H 1.07 -0.25 -1.07
H 0.25 0.37 -0.48
H 0.15 -0.74 -0.13
H -0.26 -0.47 -0.06
H -0.60 -0.18 0.21
H -1.30 -0.14 -0.16

***

# 2
Entry from the Open Molecules 2025 dataset: an isolated molecule of C5H7NO (the ωB97M-V functional and the def2-TZVPD basis).

## Properties
Multiplicity: 1
DFT total energy in eV: -8834.1485
Energy above the lowest of the compared OMol25 structures with the same formula, charge and spin in kcal/mol: 47.37
HOMO-LUMO gap in eV: 10.404
SMILES string: C[C@]12N[C@H]1CC2=O

Positions of all 14 atoms, in Å:
C: -1.918361 0.054008 0.064727
C: -0.444602 -0.177442 0.055993
N: 0.191138 -1.102832 1.002355
C: 0.697843 0.240034 0.940263
C: 1.625826 0.473702 -0.259376
C: 0.449898 0.000272 -1.144181
O: 0.270990 -0.160489 -2.322094
H: -2.160655 1.048492 -0.325626
H: -2.314018 -0.045911 1.076909
H: -2.398425 -0.686983 -0.580809
H: 0.833226 -1.768165 0.579844
H: 0.636132 0.882115 1.814015
H: 2.573702 -0.060169 -0.401955
H: 1.812466 1.547445 -0.286170

Forces on the atoms, in the same order (eV/Å):
C -0.06 -0.04 0.04
C -0.36 0.07 -0.15
N 0.17 -0.24 -0.06
C 0.09 0.24 0.23
C 0.15 0.05 0.04
C 0.01 -0.15 -0.35
O 0.20 0.30 0.57
H 0.05 -0.16 0.07
H 0.01 0.01 -0.09
H -0.04 0.08 0.10
H -0.14 -0.03 -0.08
H 0.06 -0.19 -0.10
H -0.17 0.00 0.44
H 0.03 0.06 -0.66

***

# 3
Entry from the Open Molecules 2025 dataset: an isolated molecule of C4H9NO2 at a distorted geometry (the ωB97M-V functional and the def2-TZVPD basis).

## Properties
Multiplicity: 1
DFT total energy in eV: -9877.1437
Energy above the lowest of the compared OMol25 structures with the same formula, charge and spin in kcal/mol: 67.27
HOMO-LUMO gap in eV: 10.510
SMILES string: [H]/N=C/[C@@](C)(O)OC

Positions of all 16 atoms, in Å:
C: 1.752149 0.155857 -0.592642
C: -0.044385 -1.360459 0.220399
C: -1.683719 1.264239 -0.237305
C: 0.368953 0.117455 0.113078
N: 2.629257 0.654950 0.102882
O: 0.520758 0.687599 1.373035
O: -0.483065 0.701053 -0.759939
H: 1.773886 0.021144 -1.691844
H: -0.239376 -1.632323 -0.765664
H: 0.736912 -2.061102 0.572687
H: -0.940765 -1.557020 0.794644
H: -1.967125 0.598329 0.596712
H: -2.364356 1.543733 -0.994961
H: -1.390991 2.226214 0.389200
H: 3.595868 0.771843 -0.329358
H: 1.234249 1.461111 1.385803

Forces on the atoms, in the same order (eV/Å):
C -2.40 0.56 -1.35
C 0.85 -0.22 1.50
C 2.65 1.25 3.82
C 2.05 -2.05 1.00
N 4.44 0.94 0.65
O 0.62 2.15 0.31
O -1.45 2.13 -1.92
H 0.09 -0.55 0.53
H -0.46 -0.65 -1.77
H -0.18 0.68 0.14
H -0.20 0.28 0.27
H -1.02 0.13 -0.74
H -0.68 -0.30 -0.76
H -0.65 -1.48 -1.46
H -1.75 -0.22 0.33
H -1.91 -2.65 -0.55

***

# 4
Entry from the Open Molecules 2025 dataset: a cluster of 5 separate species, C30H26N2O18S in total at a distorted geometry (the ωB97M-V functional and the def2-TZVPD basis).

## Properties
Multiplicity: 1
DFT total energy in eV: -82197.0878
HOMO-LUMO gap in eV: 7.031
SMILES string: O=C1C=C(O)C(=O)C=C1O.O=C1C=C(O)C(=O)C=C1O.O=C1C=C(O)C(=O)C=C1O.O=C1C=C(O)C(=O)C=C1O.NCCCC(=O)OCN=C=S

Positions of all 77 atoms, in Å:
N: -0.915962 0.577777 0.064477
C: -0.284995 0.434199 1.408950
C: -0.138508 -1.071277 1.932757
C: 1.194070 -1.808522 1.367447
C: 1.111108 -1.848607 -0.245404
O: 0.203416 -2.546689 -0.734750
O: 2.040185 -1.054540 -0.970273
C: 2.642644 -1.775257 -2.065675
N: 1.727817 -2.022415 -3.226110
C: 1.706741 -3.295115 -3.491328
S: 1.230751 -4.822755 -3.876082
H: -0.211423 0.514478 -0.684342
H: -1.641873 -0.140332 -0.099276
H: -0.923086 1.051829 2.144815
H: 0.748876 0.930129 1.416045
H: -1.084137 -1.707483 1.775801
H: 0.025024 -1.014622 3.074058
H: 2.073300 -1.163290 1.690357
H: 1.183117 -2.853142 1.819033
H: 3.157522 -2.752542 -1.749903
H: 3.491208 -1.101844 -2.458552
C: -2.054059 4.318661 -3.225580
C: -2.090874 5.633425 -3.452818
C: -1.582326 6.610602 -2.447262
O: -1.614623 7.803235 -2.696982
C: -1.061991 6.085860 -1.180357
C: -1.028968 4.770981 -0.952991
C: -1.511028 3.794828 -1.967948
O: -1.444693 2.605583 -1.725095
O: -0.552866 4.264183 0.217212
O: -2.593254 6.137167 -4.612662
H: -2.417279 3.598874 -3.946870
H: -0.712686 6.805378 -0.451967
H: -0.636360 3.290258 0.132561
H: -2.506312 7.106796 -4.533392
C: -2.468900 -5.319767 5.695112
C: -2.645010 -4.139845 5.096275
C: -1.599009 -3.078377 5.147265
O: -1.786838 -2.019850 4.572553
C: -0.373226 -3.356575 5.901776
C: -0.198610 -4.535300 6.503477
C: -1.232935 -5.606512 6.429418
O: -1.030658 -6.676479 6.975949
O: 0.930982 -4.807484 7.208780
O: -3.786382 -3.857502 4.413508
H: -3.218780 -6.098835 5.663810
H: 0.370193 -2.571967 5.945986
H: 0.815521 -5.718649 7.542121
H: -3.668507 -2.948876 4.074855
C: -0.907342 4.454094 6.563036
C: -1.178754 3.369245 5.834515
C: -1.008187 3.365125 4.353327
O: -1.248248 2.349115 3.723284
C: -0.557192 4.602252 3.708970
C: -0.289058 5.688310 4.437420
C: -0.433316 5.684235 5.921212
O: -0.161821 6.689031 6.555007
O: 0.127563 6.844138 3.854967
O: -1.621595 2.220985 6.413959
H: -1.024722 4.469645 7.638338
H: -0.454519 4.591457 2.631596
H: 0.254247 7.474357 4.590584
H: -1.742354 1.588609 5.678772
C: 2.303024 -3.509846 -7.095756
C: 2.018782 -4.588454 -7.829118
C: 2.181870 -4.585699 -9.311182
O: 1.930518 -5.595034 -9.946188
C: 2.640187 -3.348085 -9.950261
C: 2.921085 -2.268598 -9.217168
C: 2.784171 -2.280112 -7.732737
O: 3.067460 -1.281159 -7.094816
O: 3.344617 -1.112859 -9.795104
O: 1.568989 -5.736616 -7.254419
H: 2.191088 -3.499521 -6.020099
H: 2.737457 -3.353574 -11.027521
H: 3.480180 -0.488108 -9.056371
H: 1.439553 -6.362729 -7.993025

Forces on the atoms, in the same order (eV/Å):
N 0.85 -0.48 0.42
C -0.52 -0.18 0.74
C 0.76 0.26 0.82
C -0.82 1.45 -0.66
C -2.48 -1.95 0.92
O 3.39 2.28 0.67
O -0.84 -2.17 0.21
C 1.93 0.57 -0.71
N 1.03 -5.79 -0.11
C -2.52 2.30 -0.01
S 1.49 3.23 0.91
H -0.69 -0.09 0.45
H 0.73 0.61 0.16
H 1.11 -1.34 -1.15
H -1.35 -0.69 -0.17
H 1.45 1.04 -0.03
H -0.34 -0.15 -1.69
H -0.94 -1.13 -0.33
H 0.41 1.28 -1.00
H -1.01 1.41 0.07
H -1.48 -0.82 0.78
C 0.06 -0.17 0.19
C -0.53 -0.15 -1.15
C 0.27 0.35 0.61
O -0.15 -0.28 -0.26
C -0.08 0.30 -0.23
C 0.56 0.18 1.28
C -0.32 -0.48 -0.64
O 0.10 0.53 -0.11
O -0.49 -0.17 -1.22
O 0.53 0.15 1.13
H 0.02 0.02 0.02
H 0.00 -0.02 -0.02
H -0.06 -0.05 0.08
H -0.02 -0.11 -0.06
C 0.23 -0.22 0.20
C -1.21 -0.29 -0.48
C 0.62 0.40 0.16
O -0.32 -0.27 0.08
C -0.24 0.25 -0.25
C 1.24 0.30 0.52
C -0.66 -0.51 -0.10
O 0.28 0.35 0.01
O -1.19 -0.30 -0.50
O 1.20 0.30 0.46
H 0.03 0.03 -0.01
H -0.01 -0.03 0.00
H 0.07 0.10 -0.01
H -0.08 -0.11 -0.01
C 0.12 0.34 0.02
C -0.36 -0.77 1.04
C 0.15 0.29 -0.71
O -0.14 0.19 0.62
C -0.11 -0.42 -0.05
C 0.32 0.72 -1.02
C -0.12 -0.10 0.75
O 0.02 -0.04 -0.41
O -0.32 -0.72 1.03
O 0.36 0.71 -1.03
H 0.01 -0.01 -0.04
H -0.01 0.02 0.01
H 0.01 -0.03 -0.12
H 0.00 0.00 0.12
C 0.17 0.41 -0.01
C -0.36 -0.71 1.03
C 0.11 0.14 -0.74
O -0.05 0.03 0.41
C -0.11 -0.36 -0.01
C 0.32 0.75 -1.05
C -0.15 -0.16 0.76
O 0.05 -0.02 -0.43
O -0.31 -0.72 1.01
O 0.35 0.68 -1.03
H 0.03 -0.01 -0.17
H 0.00 0.00 0.03
H 0.00 -0.04 -0.12
H 0.01 0.04 0.11